1.
DFT (ωB97M-V with the def2-TZVPD basis set) results for 2 unconnected molecules or ions with the total composition C3H2O2 in a non-equilibrium geometry.

```
! wB97M-V def2-TZVPD RIJCOSX def2/J DEFGRID3
* xyz 0 1
C -1.3793 -0.4530 -1.4359
C 0.5337 0.2227 -0.5512
C 0.6898 0.0117 0.9582
O -1.9430 -0.8998 -2.3025
O 0.4579 1.2576 0.2062
H 0.0153 -0.1201 1.7855
H 1.6257 -0.0191 1.3396
*
```

The total energy comes out at -7233.5988 eV. As for the energy above the lowest of the compared OMol25 structures with the same formula, charge and spin: 318.7 kJ/mol. For the LUMO energy, the calculation gives 0.5 eV. Its highest occupied orbital energy is -9.34 eV.


2.
DFT (ωB97M-V with the def2-TZVPD basis set) results for CH4ClO3P in the gas phase in a non-equilibrium geometry.

```
! wB97M-V def2-TZVPD RIJCOSX def2/J DEFGRID3
* xyz 0 1
C 0.1809 0.2810 -0.1025
O -0.0338 1.5959 0.2974
O 1.5234 0.0638 -0.1751
O -0.4716 -0.0433 -1.2616
P -0.7398 -0.9586 1.3054
Cl 0.3275 -2.5899 0.9465
H -0.9805 1.7842 0.3161
H 1.9697 0.7779 0.2974
H -0.0035 0.3270 -2.0254
H -1.7724 -1.2381 0.4018
*
```

The total energy comes out at -29055.3870 eV. As for the energy above the lowest of the compared OMol25 structures with the same formula, charge and spin: 0.0 kJ/mol. For the LUMO energy, the calculation gives 0.5 eV. Its highest occupied orbital energy is -9.07 eV.


3.
DFT (ωB97M-V with the def2-TZVPD basis set) results for a molecular structure, C4H5NO.

```
! wB97M-V def2-TZVPD RIJCOSX def2/J DEFGRID3
* xyz 0 1
O 2.0524 0.4598 -0.1267
C 0.7502 0.1384 0.0016
C 0.0615 -1.0834 0.1723
C -1.4243 -0.8087 0.3307
C -1.4432 0.5596 0.1136
N -0.1673 1.1024 -0.0282
H 2.5759 -0.3484 -0.0562
H 0.5388 -2.0276 0.4153
H -0.7205 -1.3072 -0.7341
H -2.2868 1.2385 0.0902
H 0.0634 2.0767 -0.1784
*
```

The total energy comes out at -7762.6569 eV. As for the energy above the lowest of the compared OMol25 structures with the same formula, charge and spin: 373.4 kJ/mol. For the LUMO energy, the calculation gives 0.4 eV. Its highest occupied orbital energy is -7.97 eV.


4.
DFT (ωB97M-V with the def2-TZVPD basis set) results for C9H8N2OS in the gas phase in a non-equilibrium geometry.

```
! wB97M-V def2-TZVPD RIJCOSX def2/J DEFGRID3
* xyz 0 1
C 1.6816 1.1803 1.6680
C 1.7300 0.0528 0.9466
C 0.7228 2.1921 1.6472
C -0.3318 0.7750 -0.1259
C 0.6805 -0.2154 0.0018
C -0.2094 1.8836 0.7509
C -1.5222 0.5366 -0.9568
C -2.0901 -0.6712 -1.0780
C 1.4746 -2.5000 -0.6943
N -1.9187 1.6410 -1.7468
N 0.9251 -1.2848 -0.9160
O 1.8938 -3.0004 0.3329
S -1.8768 3.1313 -1.1781
H 2.4927 1.4008 2.4297
H 2.3991 -0.7419 1.0844
H 0.6685 3.0990 2.4164
H -2.9273 -0.8914 -1.6688
H -1.6655 -1.6801 -0.7037
H 1.5174 -3.1078 -1.5974
H 0.6259 -1.0005 -1.8591
H -2.7505 3.2558 0.0610
*
```

The total energy comes out at -25320.0379 eV. As for the energy above the lowest of the compared OMol25 structures with the same formula, charge and spin: 599.0 kJ/mol. For the LUMO energy (alpha / beta), the calculation gives -1.5 / -0.6 eV. Its highest occupied orbital energy (alpha / beta) is -8.49 / -8.67 eV.


5.
DFT (ωB97M-V with the def2-TZVPD basis set) results for 14 unconnected molecules or ions with the total composition C37H74Cl26FO4P in a non-equilibrium geometry.

```
! wB97M-V def2-TZVPD RIJCOSX def2/J DEFGRID3
* xyz 0 1
C -0.9175 4.0885 0.2365
O -1.2760 2.7184 0.0701
C -0.6319 2.0523 -0.9979
C -0.5623 0.5324 -0.7065
C 0.8360 -0.0095 -0.3777
C 1.5675 0.7043 0.7122
O 1.5468 1.8167 1.0344
F 2.4227 -0.1412 1.3509
O -1.4405 0.1711 0.3369
C -2.2849 -0.9360 0.0492
C -3.5789 -0.5689 -0.6944
C -4.2135 0.7484 -0.2097
C -5.2177 1.2723 -1.2469
C -4.8826 0.5795 1.1792
P -1.5859 2.1928 -2.6023
C -0.1284 2.0978 -3.7093
O -1.8536 3.8355 -2.7260
H -1.7375 4.7355 -0.0942
H -0.0030 4.3323 -0.3135
H -0.7469 4.2751 1.3034
H 0.3956 2.4301 -1.1126
H -0.8606 0.0112 -1.6373
H 1.4916 -0.0007 -1.2612
H 0.7349 -1.0603 -0.0796
H -2.5413 -1.3853 1.0133
H -1.7316 -1.7102 -0.5084
H -3.4388 -0.5462 -1.7834
H -4.2950 -1.3772 -0.4812
H -3.4282 1.5077 -0.1044
H -6.0208 0.5434 -1.4224
H -4.7212 1.4775 -2.2035
H -5.6909 2.1953 -0.8880
H -4.9236 -0.4790 1.4710
H -5.9200 0.9386 1.1586
H -4.3459 1.1235 1.9633
H 0.8001 2.3904 -3.2011
H -0.2755 2.7604 -4.5681
H -0.0123 1.0656 -4.0594
H -2.7603 4.0016 -2.4249
Cl 4.0609 1.9098 -1.5239
C 4.7669 3.4057 -0.8435
C 3.7635 4.1967 -0.0463
Cl 2.4873 4.8909 -1.0820
H 5.1622 3.9817 -1.6762
H 5.5875 3.1016 -0.1958
H 4.2614 5.0273 0.4505
H 3.2706 3.5830 0.7035
Cl 2.0622 -3.7761 -4.6852
C 2.4591 -2.6120 -5.9839
C 2.0451 -1.2075 -5.6382
Cl 0.2713 -1.0100 -5.5877
H 1.9757 -2.9553 -6.8956
H 3.5350 -2.6320 -6.1221
H 2.4214 -0.5229 -6.3970
H 2.4359 -0.9106 -4.6674
Cl -0.7004 -2.9584 2.4373
C -1.7766 -4.2898 2.9654
C -2.3669 -5.0637 1.8172
Cl -3.5578 -4.1099 0.8848
H -2.5412 -3.8475 3.5964
H -1.1661 -4.9536 3.5762
H -2.8942 -5.9317 2.2095
H -1.5914 -5.3905 1.1315
Cl -3.5959 -6.3861 5.4736
C -3.7364 -5.5618 7.0500
C -4.0605 -4.0978 6.8881
Cl -2.6951 -3.2210 6.1490
H -2.7944 -5.7009 7.5750
H -4.5332 -6.0572 7.6022
H -4.2495 -3.6476 7.8610
H -4.9292 -3.9494 6.2515
Cl 1.0560 9.2993 -1.5432
C -0.1676 7.9994 -1.5126
C -0.2356 7.2426 -2.8124
Cl -0.8898 8.2408 -4.1411
H -1.1231 8.4565 -1.2673
H 0.1132 7.3151 -0.7125
H -0.8929 6.3825 -2.7027
H 0.7468 6.8896 -3.1181
Cl -7.6422 4.0861 0.1841
C -9.2973 4.0598 -0.4806
C -9.9275 2.6958 -0.3551
Cl -9.1325 1.4944 -1.4030
H -9.2366 4.3730 -1.5198
H -9.8830 4.7874 0.0788
H -10.9717 2.7491 -0.6590
H -9.8715 2.3294 0.6670
Cl 4.7753 -1.7744 -8.1868
C 5.2790 -3.4864 -8.2181
C 5.8254 -3.8809 -9.5667
Cl 4.5599 -3.8890 -10.8213
H 4.4173 -4.0945 -7.9493
H 6.0500 -3.6100 -7.4589
H 6.2330 -4.8890 -9.5131
H 6.6056 -3.1965 -9.8903
Cl -2.5434 6.7003 2.5445
C -4.2442 6.6931 2.0042
C -4.9006 5.3484 2.1872
Cl -4.2026 4.1180 1.1031
H -4.2546 6.9925 0.9589
H -4.7705 7.4418 2.5939
H -5.9601 5.4325 1.9506
H -4.7909 4.9844 3.2059
Cl 0.4451 -4.8507 6.3069
C 0.7519 -3.1597 6.7882
C 2.1690 -2.9600 7.2593
Cl 2.4786 -3.7965 8.8050
H 0.0317 -2.9044 7.5610
H 0.5642 -2.5423 5.9103
H 2.3584 -1.9010 7.4255
H 2.8829 -3.3391 6.5319
Cl 3.9449 -7.1652 -0.0366
C 3.5275 -5.4746 0.3424
C 2.4750 -5.3755 1.4167
Cl 0.8875 -5.9619 0.8555
H 3.1957 -5.0020 -0.5790
H 4.4396 -4.9883 0.6849
H 2.3374 -4.3330 1.7027
H 2.7466 -5.9552 2.2954
Cl 2.7571 -9.4784 6.8474
C 2.5818 -7.8970 7.6557
C 3.8680 -7.1128 7.6675
Cl 5.1029 -7.8505 8.7226
H 2.2244 -8.0815 8.6657
H 1.8266 -7.3371 7.1070
H 3.6667 -6.1153 8.0532
H 4.2923 -7.0371 6.6690
Cl 6.5093 1.5861 4.4076
C 4.7435 1.4906 4.1652
C 4.2997 2.1519 2.8877
Cl 4.5065 3.9258 2.9415
H 4.2681 1.9459 5.0304
H 4.4838 0.4337 4.1281
H 3.2433 1.9573 2.7182
H 4.8655 1.7813 2.0356
Cl 4.8500 0.8822 -10.3231
C 4.5773 2.5332 -9.7103
C 5.3691 2.8068 -8.4570
Cl 4.7784 1.8497 -7.0696
H 3.5108 2.6450 -9.5305
H 4.8798 3.2254 -10.4944
H 5.2698 3.8558 -8.1832
H 6.4212 2.5700 -8.5934
*
```

The total energy comes out at -385352.3506 eV. For the LUMO energy, the calculation gives 0.0 eV. Its highest occupied orbital energy is -8.29 eV.


6.
DFT (ωB97M-V with the def2-TZVPD basis set) results for 2 unconnected molecules or ions with the total composition C6H17NO in a non-equilibrium geometry.

```
! wB97M-V def2-TZVPD RIJCOSX def2/J DEFGRID3
* xyz 0 1
C -1.1990 1.8026 0.7281
C -2.2304 0.8768 0.1402
C 0.4164 1.4623 0.5353
N 0.6725 0.1104 1.0244
C 2.2875 -1.8310 0.8923
C 1.3012 -0.9025 0.0523
C 0.2263 -1.7732 -0.8346
H -1.3116 2.7486 0.1650
H -1.3395 2.0542 1.8635
H -2.6505 1.4373 -0.7585
H -1.9980 -0.1506 -0.2048
H -3.1413 0.7986 0.8111
H 1.1747 2.0525 1.0943
H 0.5637 1.4756 -0.6093
H -0.1224 -0.2965 1.4878
H 2.7151 -1.1622 1.7426
H 1.6327 -2.5910 1.4358
H 2.9806 -2.3781 0.3108
H 2.0402 -0.3515 -0.5949
H 0.1860 -1.3262 -1.8265
H 0.6239 -2.7788 -1.0306
H -0.6135 -1.7201 -0.1008
H -0.3566 0.4489 -1.3906
H -1.3327 1.3166 -2.4878
O -0.5253 0.6772 -2.4451
*
```

The total energy comes out at -10032.6455 eV. As for the energy above the lowest of the compared OMol25 structures with the same formula, charge and spin: 283.4 kJ/mol. For the LUMO energy, the calculation gives 0.8 eV. Its highest occupied orbital energy is -8.61 eV.